Below is a molecular structure, C30H28N2ReSi in a non-equilibrium geometry, with properties calculated with ωB97M-V/def2-TZVPD.

## Properties
- ΔE to the lowest compared entry with this formula, charge and spin: 32.30 kJ/mol
- M: 630.9 g mol⁻¹
- Net charge: +2
- Lowest unoccupied orbital energy (alpha / beta): -8.37 / -8.39 eV
- 2S+1: 4
- E_tot: -1636.47741 Eh
- Strongest force on any atom: 7.75 eV Å⁻¹

Geometry as XYZ:
```
62
C30H28N2ReSi (ωB97M-V/def2-TZVPD)
C 0.95 2.64 2.39
C 1.35 2.59 1.01
C 0.16 2.52 0.25
H 2.33 2.40 0.58
C -0.98 2.53 1.09
C -0.49 2.57 2.42
H -1.18 2.64 3.23
H 1.65 2.56 3.22
H 0.02 2.53 -0.81
H -1.99 2.47 0.75
Re 0.36 0.86 1.60
C -1.78 -1.10 -0.61
H -2.16 -0.08 -0.93
H -2.17 -1.23 0.45
H -0.67 -0.83 -0.45
Si 0.24 0.63 -2.37
C 1.40 -0.16 -3.66
C 2.44 0.74 -3.95
H 2.46 1.70 -3.43
C 3.49 0.49 -4.85
H 4.22 1.27 -5.08
C 3.57 -0.76 -5.49
H 4.37 -0.94 -6.24
C 2.59 -1.72 -5.20
H 2.68 -2.69 -5.73
C 1.54 -1.42 -4.29
H 0.85 -2.23 -4.06
C -1.23 1.08 -3.63
C -1.06 1.20 -5.03
H -0.17 0.81 -5.51
C -1.95 1.94 -5.83
H -1.73 2.17 -6.89
C -3.14 2.46 -5.27
H -3.80 3.11 -5.85
C -3.44 2.14 -3.94
H -4.38 2.52 -3.50
C -2.54 1.39 -3.17
H -2.80 1.10 -2.16
H 1.04 1.83 -1.84
H -2.15 -2.08 -1.06
C 0.76 -3.59 1.40
C 0.80 -2.21 1.18
N 0.36 -1.33 2.11
C 0.02 -1.79 3.34
C 0.06 -3.19 3.64
C 0.37 -4.09 2.62
C -0.15 -3.61 4.99
C -0.29 -2.71 6.02
C -0.27 -1.31 5.76
C -0.30 -0.35 6.79
C -0.22 0.99 6.47
C -0.11 1.35 5.12
N -0.08 0.47 4.12
C -0.17 -0.85 4.41
H 1.06 -4.26 0.60
H 1.15 -1.76 0.25
H 0.36 -5.16 2.85
H -0.17 -4.69 5.21
H -0.41 -3.04 7.06
H -0.38 -0.68 7.82
H -0.23 1.78 7.21
H -0.05 2.40 4.85
```